# 1
ORCA calculation (ωB97M-V with the def2-TZVPD basis set) on a gas-phase ion, CH3O5S (charge -1) in a non-equilibrium geometry.

Output
Lowest unoccupied orbital energy ... 3.5 eV
Gap between HOMO and LUMO ... 8.57 eV
Net charge ... -1
Molar mass ... 127.10 Da
Relative energy (zero: lowest compared OMol25 entry of this formula, charge and spin) ... 3.5805 eV

CARTESIAN COORDINATES (ANGSTROEM)
1 S 1.517119 -0.081822 -0.058935
2 O -2.438780 -0.733460 0.137211
3 O 1.934110 -0.612671 -1.314940
4 O -1.030255 -0.911080 0.054550
5 O 1.652715 -0.937162 1.111300
6 O 2.035596 1.285473 0.181151
7 C -0.327662 0.295831 -0.191968
8 H -2.379245 0.037613 0.704867
9 H -0.470690 0.634805 -1.120359
10 H -0.492909 1.022473 0.497124

Cartesian forces (eV/Å) of the 3 atoms listed first:
S -0.1405 2.2762 2.1902
O 0.0215 0.8995 -0.1838
O 0.0703 -0.9676 -1.3150

=====

# 2
ORCA calculation (ωB97M-V with the def2-TZVPD basis set) on C9H21NO2 in the gas phase in a non-equilibrium geometry.

Output
Lowest unoccupied orbital energy ... 0.7 eV
Gap between HOMO and LUMO ... 8.56 eV
Molar mass ... 175.27 Da
Relative energy (zero: lowest compared OMol25 entry of this formula, charge and spin) ... 2.5284 eV

CARTESIAN COORDINATES (ANGSTROEM)
1 O 2.206190 -0.084269 -0.705319
2 O 1.213643 -1.438579 1.511135
3 N -0.770619 0.217235 -0.169713
4 C -0.016595 1.185436 2.223953
5 C -0.690613 -1.132327 -0.025665
6 C -1.612597 0.646638 -1.244433
7 C 0.467258 0.895493 -2.726017
8 C -0.231371 0.537608 3.636668
9 C 0.711012 -1.748698 0.328796
10 C -0.876423 0.165534 -2.546597
11 C -1.062200 1.096236 1.093690
12 C 1.685330 -1.441254 -0.839864
13 H 0.973520 -1.567581 -1.778524
14 H 0.120716 -0.575116 3.684395
15 H 1.159228 0.525810 -1.844941
16 H 2.417537 -2.244164 -0.832420
17 H -1.949683 1.757446 -1.121162
18 H -0.481768 -0.855585 -2.376692
19 H 0.939322 0.933122 1.749327
20 H -1.110735 -1.513916 -0.955111
21 H 0.076942 2.223030 2.424434
22 H -1.425490 0.210364 -3.497038
23 H -1.222990 2.054677 0.759610
24 H -1.337574 -1.532169 0.771792
25 H 0.255725 1.148494 4.527476
26 H 0.518337 -2.905500 0.338791
27 H 0.845546 0.646043 -3.669084
28 H 2.809082 0.212019 -1.452878
29 H 1.950302 -0.791199 1.386197
30 H -2.000578 0.627094 1.409268
31 H 0.342089 2.032697 -2.791112
32 H -2.673312 0.185842 -1.190658
33 H -1.229231 0.529538 3.921697

Cartesian forces (eV/Å) of the 3 atoms listed first:
O 1.4145 -1.1455 -0.0835
O 2.1452 1.6555 2.8514
N 0.5264 5.3948 2.0777

=====

# 3
ORCA calculation (ωB97M-V with the def2-TZVPD basis set) on C2H3NO in the gas phase in a non-equilibrium geometry.

Output
Lowest unoccupied orbital energy (spin up / spin down) ... 1.0 / -3.0 eV
Spin multiplicity ... 3
Gap between HOMO and LUMO (spin up / spin down) ... 7.21 / 7.77 eV
Molar mass ... 57.05 Da
Relative energy (zero: lowest compared OMol25 entry of this formula, charge and spin) ... 1.9517 eV

CARTESIAN COORDINATES (ANGSTROEM)
1 O -1.965065 -0.338545 0.094730
2 N 0.020066 0.059442 -0.495580
3 C 1.108015 -0.326096 -0.092571
4 C -1.090570 0.474303 0.022910
5 H 1.626517 -0.876356 -0.883466
6 H -1.186568 1.416734 0.467075
7 H 1.487605 -0.409479 0.886901

Cartesian forces (eV/Å) of the 3 atoms listed first:
O -3.2878 -0.8603 0.2218
N -2.1210 1.9874 -1.6273
C 6.3732 -2.1881 -0.8750

=====

# 4
ORCA calculation (ωB97M-V with the def2-TZVPD basis set) on 2 unconnected molecules or ions with the total composition C9H14BNO2 in a non-equilibrium geometry.

Output
Lowest unoccupied orbital energy ... 0.4 eV
Gap between HOMO and LUMO ... 8.00 eV
Molar mass ... 179.03 Da
Relative energy (zero: lowest compared OMol25 entry of this formula, charge and spin) ... 2.0458 eV

CARTESIAN COORDINATES (ANGSTROEM)
1 O -1.701390 -2.998052 -0.816239
2 O 0.227037 -2.330121 -2.054839
3 N -1.336983 -0.063656 -1.319460
4 C -0.965574 0.281988 2.403027
5 C -0.872663 0.209721 -0.023413
6 C -2.784957 -0.012506 -1.644292
7 C -1.598095 0.225255 1.197604
8 C 1.355557 0.649016 -1.243676
9 C 2.670021 0.567250 1.405736
10 C 1.181158 0.518421 1.281984
11 C 0.515089 0.507658 0.015922
12 C 0.377816 0.394127 2.423789
13 B -0.889951 -2.106541 -1.415492
14 H 2.108702 -0.079439 -1.359174
15 H 0.737453 0.673612 -2.178374
16 H 3.015239 1.664718 1.258735
17 H 0.730691 -1.689745 -2.455169
18 H -3.400930 -0.748220 -1.069914
19 H 0.913248 0.433533 3.423759
20 H -2.795663 -0.242262 -2.774597
21 H -2.642338 0.146152 1.379587
22 H -1.621886 0.310438 3.256194
23 H 3.039062 0.189552 2.277344
24 H 3.061434 -0.075282 0.654956
25 H 1.822595 1.606789 -1.199892
26 H -2.348165 -2.410066 -0.246293
27 H -3.024825 1.073135 -1.684890

Cartesian forces (eV/Å) of the 3 atoms listed first:
O -1.5975 2.4927 1.4572
O -0.8920 -3.2566 0.9038
N -0.4331 -4.1455 -0.4005

=====

# 5
ORCA calculation (ωB97M-V with the def2-TZVPD basis set) on C3H5N3 in the gas phase.

Output
Lowest unoccupied orbital energy ... 0.7 eV
Gap between HOMO and LUMO ... 10.70 eV
Molar mass ... 83.09 Da
Relative energy (zero: lowest compared OMol25 entry of this formula, charge and spin) ... 1.0195 eV

CARTESIAN COORDINATES (ANGSTROEM)
1 N -1.797759 -1.033965 -0.510916
2 N -0.091818 0.124498 0.276525
3 N -1.064938 -1.854577 0.321313
4 C 1.061555 0.922268 -0.105757
5 C -0.064031 -1.155851 0.771279
6 C -1.207217 0.120912 -0.513715
7 H 1.667685 1.227271 0.746382
8 H 0.695103 1.809981 -0.625254
9 H 0.666497 -1.511831 1.485882
10 H 1.668289 0.341486 -0.807179
11 H -1.533366 1.009808 -1.038560

Cartesian forces (eV/Å) of the 3 atoms listed first:
N -0.1606 0.1826 0.1579
N -0.0788 -0.2609 -0.2520
N 0.0740 0.1127 0.2870

=====

# 6
ORCA calculation (ωB97M-V with the def2-TZVPD basis set) on a molecular structure, C22H28F36N8O26S12 in a non-equilibrium geometry.

Output
Lowest unoccupied orbital energy ... 2.6 eV
Gap between HOMO and LUMO ... 5.38 eV
Net charge ... -4
Molar mass ... 1889.23 Da

CARTESIAN COORDINATES (ANGSTROEM)
1 S 6.712102 -8.661775 14.351370
2 S 4.932069 -2.066121 -1.422643
3 S 3.919057 -2.269837 0.992747
4 S 5.475978 -19.206466 6.952203
5 S 8.912140 -7.509531 14.540481
6 S -1.606684 -6.193281 7.958873
7 S 12.693157 -12.507684 0.091691
8 S -1.602292 -7.493451 5.686243
9 S 12.671071 2.676818 3.849302
10 S 14.885349 -11.683202 0.645755
11 S 6.440706 -21.305861 7.907643
12 S 12.570598 0.090409 3.587310
13 F 14.892361 0.420599 2.090685
14 F 13.247342 5.279164 3.339157
15 F 5.983674 -10.070943 12.103953
16 F 0.332710 -8.652682 7.197576
17 F 8.133882 -22.173519 9.802665
18 F 7.489048 -1.461029 -1.376677
19 F 10.061075 -5.986500 12.553316
20 F 11.369324 4.646305 2.409613
21 F 6.323953 -21.124566 10.573532
22 F 11.388409 -14.209622 1.706870
23 F 2.829376 -1.799704 3.292826
24 F 5.051194 -1.788352 3.332356
25 F -1.409001 -7.769565 10.126810
26 F 16.887118 -10.059580 1.583084
27 F 10.380055 -13.793547 -0.060310
28 F 14.420877 -1.618723 2.615640
29 F 4.598063 -16.782824 8.036304
30 F 3.922648 -0.039065 2.478319
31 F 13.283888 -0.668505 1.012988
32 F 10.345389 -12.265982 1.413867
33 F 6.922545 -3.009971 -2.840337
34 F 15.342118 -10.544145 3.050638
35 F 5.216190 -8.082880 12.237158
36 F 6.654193 -16.788213 7.454408
37 F 13.266037 4.067977 1.577342
38 F 11.155079 -6.065978 14.493347
39 F -0.926111 -10.065484 6.248426
40 F 4.389630 -9.689144 13.607386
41 F 5.129705 -16.662720 5.845418
42 F 11.235557 -7.682805 13.198004
43 F 6.140250 -23.124140 9.832382
44 F -3.403940 -6.993462 9.791037
45 F 14.920612 -9.084178 1.456777
46 F 7.205347 -3.549601 -0.771867
47 F 0.599545 -8.964445 5.047110
48 F -1.799917 -5.678527 10.590978
49 O 9.844347 -16.527204 11.216943
50 O 13.391241 -13.659941 -0.486753
51 O 7.658953 -21.469631 7.083191
52 O -0.139977 -6.103446 7.990636
53 O 2.546164 -1.950159 0.519698
54 O 11.709861 2.976161 4.909356
55 O 4.073563 -19.589904 6.871864
56 O -2.474853 -8.080331 4.635649
57 O 7.056570 -10.018111 14.886089
58 O 8.430354 -6.315385 15.221147
59 O 6.254514 -19.523391 5.761483
60 O -2.335274 -4.895719 7.877044
61 O 11.487219 -0.885431 3.494623
62 O 5.215579 -22.051146 7.399893
63 O 15.026732 -11.119969 -0.682327
64 O 4.305647 -3.393721 -1.597388
65 O 15.747780 -12.838751 0.926454
66 O -0.920202 -6.336838 5.176469
67 O 14.079099 2.575506 4.126176
68 O 10.748348 -9.518157 5.422707
69 O 13.256589 0.147103 4.891329
70 O 4.308052 -3.675790 1.297708
71 O 4.633506 -1.043955 -2.427187
72 O 9.477624 -8.573664 15.401664
73 O 12.192289 -11.515867 -0.839370
74 O 6.078070 -7.762751 15.363732
75 N 6.082543 -19.668452 8.265975
76 N 8.342776 -7.784766 6.149569
77 N 12.104206 1.599935 2.868564
78 N 11.869609 -14.209821 11.639289
79 N -2.297389 -7.450795 6.960927
80 N 13.337217 -11.856351 1.329636
81 N 8.069643 -8.034075 13.401809
82 N 4.985087 -1.486239 0.212480
83 C 11.060276 -13.234949 0.868553
84 C -0.273851 -8.895850 6.040162
85 C 7.903079 -7.613949 4.737183
86 C 5.430202 -9.193810 12.977833
87 C 3.924845 -1.366518 2.725906
88 C 6.784336 -21.973884 9.648572
89 C -2.082498 -6.723306 9.770677
90 C 11.024105 -16.502878 10.517983
91 C 5.483664 -17.197421 7.081735
92 C 12.006152 -15.759303 11.428904
93 C 9.824516 -7.540876 6.320739
94 C 10.824487 -8.127557 5.236338
95 C 8.051150 -9.160744 6.609030
96 C 13.027447 -13.814087 12.589073
97 C 6.809520 -2.540821 -1.599710
98 C 12.115506 -13.489651 10.218080
99 C 10.438088 -6.757746 13.616079
100 C 15.585498 -10.237230 1.730669
101 C 12.606675 4.276772 2.759476
102 C 7.536181 -6.769322 6.989753
103 C 13.888574 -0.510089 2.228485
104 C 10.488178 -13.741604 12.146690
105 H 8.029113 -6.570685 7.941413
106 H 8.341396 -8.390632 4.110491
107 H 11.472000 -13.876465 9.427903
108 H 6.536586 -7.203668 7.005796
109 H 12.029569 -16.162421 12.441354
110 H 6.975352 -9.302121 6.505244
111 H 9.700612 -14.079183 11.472986
112 H 10.330685 -14.188426 13.128337
113 H 10.866294 -16.063867 9.532858
114 H 13.026085 -15.949626 11.094845
115 H 14.004618 -14.124518 12.219069
116 H 12.863047 -12.741764 12.694830
117 H 8.271217 -6.617690 4.492120
118 H 9.853971 -6.451294 6.327252
119 H 9.224098 -16.931802 10.606056
120 H 8.498842 -9.194791 7.602267
121 H 12.003634 -12.415196 10.363444
122 H 11.284161 -17.535963 10.287331
123 H 11.168723 -9.882414 4.640280
124 H 10.551479 -7.993036 4.189685
125 H 7.557808 -5.832311 6.433294
126 H 8.504289 -9.847046 5.893674
127 H 12.842387 -14.313100 13.540298
128 H 6.817408 -7.590474 4.642978
129 H 13.181236 -13.540638 9.995135
130 H 11.823326 -7.709971 5.362947
131 H 10.200919 -7.826286 7.303060
132 H 10.521500 -12.659411 12.272578

Cartesian forces (eV/Å) of the 3 atoms listed first:
S -0.1299 -2.6527 1.9832
S 0.2590 -1.4033 0.8559
S -2.9818 -1.9484 2.0509

=====

> Look up the molar mass of the sixth one.

1889.23 Da